{"formula": "C31H43As2BeF12N7", "method": "ωB97M-V with the def2-TZVPD basis set", "spin_multiplicity": 2, "total_charge": -1, "s_squared": 0.751, "e_tot_ha": -7275.20014, "symbols": ["Be", "As", "F", "F", "F", "F", "F", "F", "As", "F", "F", "F", "F", "F", "F", "N", "C", "C", "C", "C", "C", "H", "H", "H", "H", "H", "N", "C", "C", "C", "C", "C", "H", "H", "H", "H", "H", "N", "C", "C", "C", "C", "C", "H", "H", "H", "H", "H", "C", "C", "C", "C", "N", "H", "H", "H", "H", "H", "H", "H", "C", "C", "C", "C", "N", "H", "H", "H", "H", "H", "H", "H", "C", "C", "C", "C", "N", "H", "H", "H", "H", "H", "H", "H", "C", "C", "C", "C", "N", "H", "H", "H", "H", "H", "H", "H"], "positions_angstrom": [[7.404, -18.343, -22.126], [3.299, -18.970, -23.096], [2.551, -18.799, -21.442], [3.246, -17.123, -23.248], [3.987, -19.149, -24.739], [3.337, -20.771, -22.922], [1.669, -19.095, -23.807], [4.975, -18.944, -22.281], [7.553, -14.135, -22.650], [7.462, -12.387, -23.132], [7.239, -13.662, -20.963], [7.589, -15.882, -22.215], [7.832, -14.651, -24.302], [9.344, -13.980, -22.386], [5.763, -14.213, -22.896], [6.856, -20.244, -20.584], [7.431, -20.350, -19.330], [7.165, -21.419, -18.507], [6.251, -22.377, -18.883], [5.512, -22.199, -20.037], [5.925, -21.224, -20.950], [8.184, -19.592, -19.174], [7.764, -21.376, -17.610], [5.965, -23.216, -18.266], [4.819, -22.952, -20.382], [5.485, -21.196, -21.936], [9.518, -17.694, -23.734], [10.484, -16.727, -23.465], [11.405, -16.175, -24.364], [11.349, -16.687, -25.649], [10.390, -17.614, -25.976], [9.441, -18.063, -24.999], [10.552, -16.360, -22.452], [12.209, -15.551, -24.002], [12.021, -16.383, -26.438], [10.230, -18.105, -26.924], [8.563, -18.633, -25.265], [5.897, -17.180, -20.269], [6.118, -17.329, -18.919], [5.224, -16.789, -17.937], [4.111, -16.009, -18.350], [3.919, -15.815, -19.702], [4.836, -16.370, -20.596], [6.976, -17.926, -18.649], [5.522, -16.950, -16.912], [3.459, -15.587, -17.599], [3.141, -15.100, -19.926], [4.719, -16.128, -21.642], [11.954, -20.662, -24.567], [12.690, -20.514, -23.266], [11.975, -21.031, -21.980], [10.733, -20.267, -21.688], [9.744, -19.695, -21.505], [12.620, -20.265, -25.334], [10.971, -20.203, -24.674], [11.737, -21.692, -24.851], [13.024, -19.497, -23.066], [13.689, -20.945, -23.332], [12.642, -21.023, -21.118], [11.590, -22.049, -22.046], [8.752, -15.797, -16.643], [8.923, -14.552, -17.572], [9.720, -14.964, -18.788], [9.355, -16.218, -19.486], [9.109, -17.159, -20.058], [9.727, -16.216, -16.394], [8.222, -16.600, -17.155], [8.297, -15.606, -15.670], [9.460, -13.726, -17.107], [7.995, -14.085, -17.900], [10.789, -14.961, -18.574], [9.601, -14.223, -19.578], [7.065, -14.730, -27.373], [5.631, -15.298, -27.233], [5.240, -15.435, -25.728], [5.839, -16.558, -24.987], [6.267, -17.436, -24.371], [7.135, -13.718, -26.975], [7.206, -14.605, -28.446], [7.759, -15.419, -26.891], [5.537, -16.303, -27.645], [4.902, -14.651, -27.719], [4.163, -15.593, -25.671], [5.419, -14.528, -25.150], [9.327, -21.366, -27.288], [8.802, -22.584, -26.488], [7.388, -22.296, -25.905], [7.277, -21.319, -24.874], [7.096, -20.548, -24.026], [10.239, -21.484, -27.873], [9.496, -20.472, -26.687], [8.500, -21.117, -27.953], [9.637, -22.774, -25.814], [8.876, -23.399, -27.208], [7.144, -23.216, -25.375], [6.696, -22.160, -26.736]], "forces_ev_per_angstrom": [[-0.526, -0.002, 0.374], [-0.040, 0.373, 0.661], [0.941, -0.255, -1.860], [0.270, -2.528, 0.076], [-0.495, 0.311, 1.651], [0.014, 1.544, -0.030], [1.256, 0.221, 0.602], [-2.197, 0.237, -1.329], [-0.558, 0.487, 0.250], [0.344, -1.851, 0.376], [0.515, -0.478, -0.975], [0.081, 1.762, -0.060], [0.022, 0.639, 0.530], [-1.711, -0.185, -0.092], [1.597, -0.071, 0.137], [-0.948, -1.860, 0.501], [-1.274, -0.155, -3.503], [0.967, 0.780, 0.490], [-1.180, 0.048, 0.410], [1.298, -0.119, -1.228], [1.320, 1.788, 1.752], [0.049, 0.018, 0.407], [-0.240, -0.746, 0.398], [0.349, -0.056, 0.338], [-0.257, 0.048, 0.165], [0.147, 0.424, -0.013], [1.515, 2.183, 0.102], [-0.379, -0.783, -0.024], [-0.938, -1.533, 0.562], [0.175, -0.179, -0.940], [-2.004, -1.125, 0.975], [1.174, 1.261, -0.348], [-0.397, -0.289, 0.264], [-0.254, 0.366, -0.115], [0.286, 0.179, 0.058], [0.504, 0.473, -0.492], [0.087, -0.462, -0.088], [-1.070, 1.300, 1.827], [-2.358, 0.890, -1.046], [0.844, -0.065, -1.615], [1.670, -1.415, 0.673], [0.644, 0.243, 0.903], [0.846, -0.722, -0.125], [-0.027, 0.085, 0.094], [-0.364, 0.086, 0.242], [-0.115, 0.101, -0.024], [-0.048, -0.263, -0.896], [0.124, -0.301, -0.150], [-0.133, -0.207, -0.793], [0.291, -0.031, 1.369], [-0.654, 0.350, -0.417], [-0.297, 0.557, 0.089], [1.111, -0.786, -0.073], [-0.258, 0.097, -0.274], [0.216, 0.553, 0.496], [0.394, -0.376, 0.258], [-0.743, 0.479, -0.128], [-0.127, -0.855, -0.068], [-0.043, 0.246, 0.006], [0.384, -0.289, -0.402], [0.292, 0.664, -0.058], [-0.389, -0.889, 0.545], [0.270, 0.266, -1.416], [0.778, 2.600, 1.963], [-0.564, -2.305, -1.151], [0.280, 0.073, -0.143], [-0.216, 0.201, 0.019], [-0.336, 0.227, -0.189], [0.184, -0.205, 0.304], [-0.324, -0.486, 0.105], [0.053, -0.389, 0.078], [-0.021, 0.290, -0.056], [-1.355, -0.242, -0.674], [0.634, 0.034, 1.631], [-0.594, -0.010, -0.254], [0.316, -0.337, 0.165], [-0.063, 0.705, -0.655], [0.031, -0.207, 0.440], [0.672, -0.308, -0.096], [0.269, 0.304, -0.197], [0.149, 0.079, -0.356], [-0.008, 0.002, 0.028], [-0.133, -0.154, 0.096], [0.234, 0.000, -0.119], [-1.028, 0.481, -0.106], [1.767, 1.681, -0.804], [1.384, -2.433, -0.599], [-0.332, 2.338, 1.487], [0.464, -1.111, -1.036], [-0.069, -0.535, 0.041], [-0.115, -0.110, 0.358], [0.212, 0.331, -0.463], [-0.669, -0.329, 0.940], [-0.894, -0.328, 0.230], [-0.552, -0.273, -0.231], [-0.130, 0.236, 0.244]]}

***

{"formula": "CsH2O", "method": "ωB97M-V with the def2-TZVPD basis set", "total_charge": 1, "de_lowest_kcal_mol": 9.54, "e_tot_ha": -96.36666, "symbols": ["Cs", "O", "H", "H"], "positions_angstrom": [[14.105, 19.895, -10.580], [15.946, 19.824, -8.021], [15.195, 20.498, -7.976], [16.180, 19.860, -7.076]], "forces_ev_per_angstrom": [[0.089, -0.160, -0.143], [-2.032, 1.764, 0.589], [1.527, -1.148, -0.074], [0.417, -0.456, -0.371]]}

***

{"formula": "C2H2BrIO", "method": "ωB97M-V with the def2-TZVPD basis set", "total_charge": 0, "de_lowest_kcal_mol": 5.65, "smiles": "O=C(I)CBr", "e_tot_ha": -3024.33144, "symbols": ["O", "C", "I", "C", "Br", "H", "H"], "positions_angstrom": [[-0.933, 1.710, 0.358], [-0.662, 0.467, 0.143], [-2.387, -0.794, -0.102], [0.578, -0.282, -0.093], [2.218, 0.626, 0.426], [0.642, -0.489, -1.167], [0.543, -1.238, 0.436]], "forces_ev_per_angstrom": [[2.350, -6.783, -1.044], [-3.139, 6.833, 0.980], [0.156, -0.077, 0.021], [1.027, -0.234, 0.026], [-0.331, -0.016, -0.072], [-0.053, 0.038, 0.186], [-0.010, 0.239, -0.097]]}

***

{"formula": "C4H6O2", "method": "ωB97M-V with the def2-TZVPD basis set", "total_charge": 0, "de_lowest_kcal_mol": 60.55, "smiles": "CCOC=C=O", "e_tot_ha": -306.40980, "symbols": ["C", "C", "O", "C", "C", "O", "H", "H", "H", "H", "H", "H"], "positions_angstrom": [[1.217, 0.557, 0.140], [0.374, -0.517, 0.855], [-1.070, -0.165, 0.990], [-1.688, 0.031, -0.218], [-1.066, -0.347, -1.322], [-0.481, -0.430, -2.335], [1.771, 0.196, -0.737], [0.546, 1.342, -0.215], [1.932, 1.022, 0.823], [0.615, -0.600, 1.907], [0.551, -1.515, 0.394], [-2.702, 0.426, -0.281]], "forces_ev_per_angstrom": [[-0.156, 0.147, 0.099], [-0.679, 0.279, 0.365], [1.290, -0.419, -0.107], [0.253, -0.387, -0.469], [-0.243, 0.788, -1.091], [-0.261, -0.438, 0.464], [-0.248, -0.106, 0.307], [0.098, 0.062, 0.025], [-0.129, -0.104, -0.034], [0.383, -0.057, 0.049], [-0.723, 0.469, 0.111], [0.416, -0.233, 0.280]]}

***

{"formula": "C34H32BrEuN2O6PS4", "method": "ωB97M-V with the def2-TZVPD basis set", "spin_multiplicity": 7, "total_charge": -1, "de_lowest_kcal_mol": 0.00, "s_squared": 12.041, "e_tot_ha": -7094.19048, "symbols": ["Eu", "O", "S", "O", "O", "C", "C", "C", "C", "C", "C", "P", "C", "C", "C", "C", "C", "C", "C", "C", "C", "C", "C", "C", "H", "H", "H", "H", "H", "H", "H", "H", "H", "H", "H", "H", "H", "H", "Br", "C", "C", "C", "C", "C", "C", "C", "O", "O", "H", "H", "H", "H", "S", "C", "C", "C", "S", "O", "C", "C", "H", "H", "H", "H", "H", "H", "H", "H", "H", "H", "S", "C", "N", "C", "C", "C", "N", "H", "H", "H", "H"], "positions_angstrom": [[-1.653, 0.148, -0.081], [-0.462, 0.357, 4.208], [0.204, 0.361, 2.931], [0.892, -0.914, 2.641], [-0.660, 0.940, 1.868], [1.616, 1.483, 3.160], [1.909, 2.010, 4.423], [3.102, 2.715, 4.623], [3.983, 2.909, 3.555], [3.680, 2.337, 2.281], [2.479, 1.632, 2.079], [2.033, 0.664, 0.596], [2.872, -0.946, 0.788], [3.967, -1.065, 1.647], [4.616, -2.305, 1.777], [4.294, -3.329, 0.897], [3.219, -3.174, 0.023], [2.504, -2.003, -0.056], [2.715, 1.745, -0.629], [2.376, 3.106, -0.590], [2.826, 3.968, -1.589], [3.676, 3.482, -2.568], [4.063, 2.125, -2.541], [3.615, 1.277, -1.549], [1.160, 1.870, 5.237], [3.353, 3.169, 5.587], [4.904, 3.501, 3.617], [4.359, 2.420, 1.428], [4.286, -0.203, 2.244], [5.366, -2.450, 2.571], [4.888, -4.260, 0.908], [2.920, -4.009, -0.630], [1.650, -1.880, -0.728], [1.687, 3.417, 0.216], [2.417, 4.967, -1.633], [4.047, 4.154, -3.358], [4.734, 1.729, -3.289], [3.920, 0.234, -1.501], [2.885, 1.734, -6.701], [1.155, 1.582, -5.976], [0.102, 1.793, -6.907], [-1.197, 1.655, -6.451], [-1.493, 1.227, -5.131], [-0.480, 1.005, -4.221], [0.856, 1.254, -4.659], [-0.820, 0.501, -2.819], [-2.060, 0.505, -2.452], [0.077, 0.140, -1.961], [0.326, 1.980, -7.965], [-1.981, 1.909, -7.187], [-2.535, 1.058, -4.808], [1.687, 1.081, -3.977], [-0.868, 3.995, -0.616], [-1.035, 2.472, -0.192], [-5.430, 1.850, 2.391], [-6.195, 0.966, 1.459], [-5.241, -0.484, 0.791], [-3.756, -0.127, 0.849], [-5.434, -1.711, 2.171], [-5.580, -3.121, 1.704], [-5.912, 2.840, 2.500], [-4.396, 1.955, 2.079], [-5.403, 1.370, 3.365], [-6.477, 1.474, 0.528], [-7.102, 0.560, 1.934], [-6.321, -1.337, 2.763], [-4.507, -1.554, 2.759], [-6.646, -3.315, 1.399], [-5.322, -3.790, 2.502], [-4.988, -3.346, 0.795], [-2.864, -2.348, -1.557], [-1.992, -3.286, -0.452], [-2.132, -4.624, -0.332], [-1.231, -5.444, 0.384], [-0.253, -4.809, 1.110], [-0.322, -3.411, 1.121], [-1.150, -2.656, 0.395], [-2.793, -5.060, -0.974], [-1.423, -6.514, 0.285], [0.460, -5.361, 1.663], [0.239, -2.786, 1.827]], "forces_ev_per_angstrom": [[1.445, -1.223, -1.083], [-0.560, 0.130, 0.336], [1.216, -0.678, 1.543], [-1.254, 1.364, -0.306], [0.143, -0.844, 0.718], [-0.193, 0.033, 0.190], [-0.619, -0.044, 0.345], [0.100, 0.313, -0.335], [-0.304, -0.598, -1.584], [-0.320, 0.274, 0.757], [0.730, -0.384, 0.801], [-1.776, -0.136, 0.219], [1.587, 1.016, -0.819], [-0.090, -0.691, 0.289], [0.150, 0.622, 0.151], [0.121, -0.466, 0.299], [0.107, -1.069, -0.744], [-0.273, 0.721, 0.540], [1.003, 0.577, 0.537], [-0.561, -0.421, 0.102], [-0.487, -0.490, 0.481], [0.519, -0.547, -0.567], [0.256, 0.911, -0.299], [0.079, -0.169, -0.822], [0.807, 0.067, -0.743], [-0.267, -0.287, -0.268], [-0.389, -0.312, 0.328], [-0.072, 0.178, 0.394], [-0.194, -0.474, -0.117], [-0.200, 0.122, -0.643], [-0.574, 0.482, 0.047], [0.262, 0.401, 0.328], [0.262, -0.122, 0.188], [0.503, 0.098, -0.741], [0.248, 0.189, 0.073], [-0.243, -0.473, 0.373], [0.131, 0.119, -0.183], [0.049, 0.106, -0.197], [0.468, -0.009, 0.347], [-1.932, 0.098, -0.418], [0.518, -0.421, 0.785], [-0.411, 0.080, -0.108], [-0.722, 0.296, -0.663], [1.016, 0.066, -0.329], [0.336, -0.660, 0.323], [-0.262, -0.187, 2.290], [1.451, 0.553, -0.909], [-1.306, 0.509, -1.884], [-0.140, 0.142, 0.600], [0.198, -0.441, 0.693], [0.678, 0.165, -0.238], [-0.251, 0.066, 0.100], [-0.118, -0.843, 0.427], [-0.773, 1.342, -0.921], [0.117, 0.204, 0.633], [-0.177, -0.491, -0.805], [0.429, -0.402, 0.455], [-1.116, 0.310, 0.228], [-0.132, 1.924, 0.771], [-1.346, -0.427, -1.629], [0.294, -0.498, -0.138], [0.091, 0.261, -0.166], [0.071, 0.120, 0.290], [-0.025, -0.003, 0.253], [0.256, 0.013, -0.380], [0.974, -0.584, -0.465], [-0.510, -0.015, -0.258], [0.935, 0.081, 0.373], [0.170, -0.463, 0.299], [0.070, 0.158, 0.607], [-0.551, -0.052, -0.254], [0.932, 1.161, 1.438], [-0.822, -0.701, -0.843], [-0.110, -0.826, -0.304], [-1.297, 1.181, -0.657], [2.047, -0.553, 2.509], [-1.923, 0.851, -2.217], [0.436, 0.277, 0.293], [0.295, 0.420, 0.097], [0.572, -0.265, 0.526], [0.224, -0.734, -0.334]]}

***

{"formula": "C2H11N6", "method": "ωB97M-V with the def2-TZVPD basis set", "total_charge": 1, "de_lowest_kcal_mol": 58.41, "e_tot_ha": -410.92442, "symbols": ["C", "C", "N", "N", "N", "N", "N", "N", "H", "H", "H", "H", "H", "H", "H", "H", "H", "H", "H"], "positions_angstrom": [[-2.798, 0.442, 0.196], [-0.738, -0.646, -0.134], [1.267, -1.696, -0.085], [0.378, -0.909, -0.720], [1.850, 0.398, 1.026], [1.609, 1.487, -0.845], [1.020, 0.834, 0.171], [-1.600, 0.198, -0.557], [-3.023, -0.305, 0.981], [-2.599, 1.230, 0.858], [-3.721, 0.413, -0.499], [-0.801, -1.211, 0.795], [1.666, -2.399, -0.688], [1.591, -0.446, 1.476], [2.884, 0.595, 0.878], [0.952, -2.251, 0.708], [0.880, 2.054, -1.260], [2.632, 1.719, -0.806], [-1.449, 0.496, -1.494]], "forces_ev_per_angstrom": [[-2.285, -1.290, -0.629], [2.197, -3.283, 1.128], [0.874, -2.174, 0.309], [-0.167, -0.054, -1.871], [2.505, 1.429, 0.000], [-0.347, 0.066, 1.356], [1.157, 2.576, -0.895], [-1.105, -0.025, 0.107], [0.503, -0.593, -0.904], [-0.589, 2.153, 0.149], [1.533, 0.822, 1.367], [-1.273, 0.440, 0.519], [0.205, 0.251, -0.567], [-0.031, -0.430, 0.812], [-1.533, -0.828, 0.267], [-0.714, 0.085, 0.239], [0.950, 0.455, -0.451], [-1.523, -0.140, -0.281], [-0.357, 0.539, -0.657]]}